# 1
57
Properties=species:S:1:pos:R:3:nbo_charge:R:1 method="wB97M-V/def2-TZVPD" orbital_gap_ev=8.5 relative_energy_kj_mol=4.5 smiles="CCOC(=O)[C@H](C)Oc1cccc2c(=O)n(CC(=O)NCCc3ccccc3)ccc12"
C 0.88 5.89 -3.91 -0.623
C 1.28 4.70 -3.06 -0.072
O 0.69 3.53 -3.63 -0.515
C 0.94 2.38 -3.00 0.775
O 1.62 2.29 -2.01 -0.587
C 0.32 1.18 -3.73 0.003
C -0.86 1.52 -4.62 -0.632
O 0.06 0.12 -2.83 -0.497
C -0.71 0.32 -1.72 0.393
C -1.34 1.50 -1.37 -0.299
C -2.12 1.58 -0.22 -0.195
C -2.28 0.49 0.60 -0.202
C -1.65 -0.72 0.26 -0.068
C -1.80 -1.86 1.15 0.644
O -2.43 -1.82 2.21 -0.674
N -1.20 -3.03 0.75 -0.389
C -1.34 -4.20 1.60 -0.304
C -0.27 -4.18 2.70 0.672
O 0.72 -4.88 2.65 -0.636
N -0.55 -3.30 3.67 -0.626
C 0.42 -2.93 4.68 -0.223
C 0.71 -1.43 4.64 -0.447
C 1.04 -0.91 3.27 0.067
C 1.83 -1.62 2.37 -0.266
C 2.14 -1.09 1.13 -0.198
C 1.67 0.16 0.76 -0.227
C 0.88 0.88 1.65 -0.211
C 0.56 0.34 2.88 -0.240
C -0.41 -3.10 -0.36 0.046
C -0.23 -2.06 -1.19 -0.272
C -0.86 -0.82 -0.89 -0.090
H -0.20 6.00 -3.93 0.214
H 1.32 6.80 -3.50 0.221
H 1.24 5.76 -4.93 0.214
H 0.92 4.81 -2.03 0.191
H 2.37 4.57 -3.03 0.193
H 1.13 0.78 -4.36 0.224
H -1.70 1.91 -4.05 0.217
H -0.57 2.26 -5.36 0.231
H -1.19 0.62 -5.14 0.224
H -1.23 2.39 -1.98 0.210
H -2.59 2.52 0.03 0.215
H -2.87 0.53 1.49 0.239
H -1.22 -5.10 1.00 0.226
H -2.34 -4.17 2.05 0.242
H -1.35 -2.69 3.55 0.435
H 0.03 -3.20 5.67 0.198
H 1.32 -3.53 4.50 0.227
H 1.55 -1.23 5.32 0.222
H -0.15 -0.89 5.02 0.206
H 2.22 -2.59 2.64 0.222
H 2.75 -1.66 0.45 0.211
H 1.92 0.58 -0.20 0.233
H 0.51 1.85 1.37 0.214
H -0.06 0.90 3.56 0.205
H 0.06 -4.06 -0.53 0.220
H 0.40 -2.14 -2.06 0.239

=====

# 2
61
Properties=species:S:1:pos:R:3:nbo_charge:R:1 method="wB97M-V/def2-TZVPD" orbital_gap_ev="8.4 / 8.4" total_charge=+1 relative_energy_kj_mol=0.0
Sc -0.55 -1.31 1.19 1.965
C -0.10 5.21 3.57 -0.261
O 1.20 4.74 3.15 -0.466
C 1.36 3.46 2.81 0.406
C 2.71 3.16 2.48 -0.291
C 3.03 1.96 2.02 -0.111
C 2.06 0.93 1.93 -0.347
C 2.41 -0.36 1.47 0.614
C 3.83 -0.83 1.17 -0.702
O 1.52 -1.25 1.32 -0.750
C 0.67 1.21 2.32 0.550
O -0.31 0.35 2.19 -0.794
C 0.37 2.50 2.78 -0.424
H 0.11 6.26 3.85 0.216
H -0.42 4.68 4.45 0.192
H -0.77 5.15 2.74 0.191
H 3.43 3.99 2.51 0.241
H 4.08 1.72 1.84 0.224
H 4.29 -0.25 0.41 0.243
H 3.80 -1.90 0.94 0.244
H 4.44 -0.69 2.07 0.244
H -0.64 2.69 3.12 0.241
C 1.78 3.17 -5.59 -0.637
C 1.06 2.16 -4.79 0.055
C 1.43 2.04 -3.46 -0.216
C 0.80 1.18 -2.61 -0.181
C -0.26 0.39 -3.11 -0.305
C -0.62 0.45 -4.47 -0.174
C 0.03 1.34 -5.31 -0.212
S -0.99 -0.95 -2.23 2.336
O -0.40 -0.86 -0.87 -1.018
O -0.76 -2.17 -2.94 -0.898
N -2.60 -0.85 -2.08 -0.887
C -3.39 0.02 -1.16 -0.215
C -4.38 -0.74 -0.32 -0.535
C -3.80 -1.50 0.89 0.810
O -4.47 -2.34 1.48 -0.606
O -2.57 -1.18 1.24 -0.867
H 2.03 4.01 -4.93 0.225
H 1.17 3.53 -6.40 0.229
H 2.69 2.72 -5.94 0.238
H 2.15 2.73 -3.09 0.221
H 1.18 1.03 -1.61 0.236
H -1.37 -0.19 -4.88 0.230
H -0.21 1.37 -6.36 0.231
H -3.08 -1.39 -2.81 0.435
H -3.88 0.77 -1.77 0.212
H -2.65 0.51 -0.54 0.226
H -5.04 -1.36 -0.94 0.242
H -5.05 -0.03 0.21 0.258
C -0.50 -6.16 2.51 -0.115
C -1.68 -5.57 2.00 -0.225
C -1.59 -4.25 1.58 0.071
N -0.46 -3.51 1.73 -0.590
C 0.65 -4.07 2.25 0.063
C 0.69 -5.41 2.62 -0.252
H -0.54 -7.21 2.81 0.235
H -2.57 -6.14 2.01 0.244
H -2.46 -3.78 1.15 0.238
H 1.50 -3.40 2.35 0.227
H 1.64 -5.81 3.08 0.249

=====

# 3
62
Properties=species:S:1:pos:R:3:nbo_charge:R:1 method="wB97M-V/def2-TZVPD" orbital_gap_ev=8.1 relative_energy_kj_mol=13.6 smiles="CCOC(=O)C[C@H](NS(=O)(=O)c1ccc2[nH]cc(C(=O)O)c(=O)c2c1)c1ccc(OCC)c(OC)c1"
C 1.79 6.80 0.31 -0.623
C 0.77 5.68 0.35 -0.072
O 1.26 4.66 1.24 -0.507
C 0.44 3.65 1.50 0.811
O -0.66 3.54 1.03 -0.606
C 1.08 2.69 2.48 -0.495
C 0.37 1.32 2.45 -0.092
N 0.88 0.48 3.51 -0.848
S -0.17 -0.65 4.14 2.326
O 0.60 -1.47 5.02 -0.926
O -1.31 0.05 4.65 -0.940
C -0.72 -1.62 2.73 -0.354
C -2.08 -1.62 2.42 -0.148
C -2.52 -2.27 1.29 -0.276
C -1.59 -2.88 0.43 0.277
N -2.00 -3.45 -0.75 -0.532
C -1.12 -3.95 -1.63 0.141
C 0.22 -3.99 -1.39 -0.331
C 1.11 -4.51 -2.48 0.792
O 0.65 -4.86 -3.54 -0.613
O 2.40 -4.54 -2.21 -0.670
C 0.76 -3.49 -0.14 0.536
O 1.96 -3.53 0.15 -0.631
C -0.23 -2.89 0.76 -0.200
C 0.19 -2.26 1.94 -0.099
C 0.49 0.68 1.09 -0.050
C 1.72 0.22 0.62 -0.195
C 1.79 -0.42 -0.60 -0.241
C 0.67 -0.65 -1.38 0.233
O 0.90 -1.39 -2.50 -0.509
C 0.07 -1.30 -3.65 -0.065
C 0.13 0.08 -4.29 -0.636
C -0.58 -0.17 -0.92 0.296
O -1.70 -0.42 -1.67 -0.540
C -2.87 0.31 -1.37 -0.254
C -0.63 0.50 0.30 -0.281
H 2.75 6.43 -0.04 0.214
H 1.44 7.58 -0.36 0.218
H 1.92 7.22 1.30 0.214
H -0.20 6.02 0.71 0.191
H 0.63 5.23 -0.64 0.187
H 2.13 2.59 2.24 0.231
H 1.00 3.11 3.48 0.252
H -0.69 1.48 2.69 0.244
H 1.79 0.09 3.34 0.403
H -2.75 -1.11 3.08 0.254
H -3.57 -2.29 1.04 0.219
H -2.99 -3.42 -0.98 0.416
H -1.50 -4.33 -2.57 0.248
H 2.56 -4.18 -1.29 0.514
H 1.24 -2.29 2.19 0.255
H 2.62 0.36 1.20 0.200
H 2.73 -0.79 -0.97 0.237
H -0.96 -1.57 -3.41 0.182
H 0.49 -2.05 -4.32 0.205
H -0.44 0.07 -5.22 0.217
H -0.29 0.83 -3.63 0.207
H 1.16 0.35 -4.51 0.215
H -3.33 -0.02 -0.43 0.173
H -3.56 0.10 -2.19 0.199
H -2.68 1.38 -1.32 0.194
H -1.57 0.87 0.66 0.232

=====

# 4
55
Properties=species:S:1:pos:R:3:mulliken_spin:R:1 method="wB97M-V/def2-TZVPD" orbital_gap_ev="7.6 / 5.6" total_charge=+3 s2=6.093 multiplicity=5
Ru -0.06 0.82 -0.30 2.365
C -3.83 -1.04 -1.11 -0.002
C -2.69 -0.13 -0.93 0.096
N -1.45 -0.53 -0.75 -0.125
N -1.12 -1.84 -0.80 0.343
C 0.21 -1.94 -0.71 0.023
O 0.99 -0.91 -0.55 0.052
C 0.76 -3.27 -0.83 0.189
C -0.12 -4.41 -0.97 0.077
C 0.40 -5.66 -1.10 0.017
C 1.79 -5.83 -1.09 0.214
C 2.67 -4.71 -0.98 0.145
C 2.17 -3.46 -0.84 -0.021
C -2.81 1.33 -0.99 0.059
C -4.00 1.98 -1.24 0.039
C -4.00 3.37 -1.40 0.011
C -2.81 4.06 -1.31 0.022
C -1.65 3.36 -1.03 0.048
N -1.64 2.04 -0.86 -0.044
H -3.52 -2.08 -1.08 0.003
H -4.33 -0.84 -2.06 0.009
H -4.57 -0.87 -0.32 0.010
H -1.19 -4.25 -0.95 -0.009
H -0.26 -6.52 -1.21 0.004
H 2.21 -6.82 -1.17 0.001
H 3.74 -4.87 -1.00 0.004
H 2.82 -2.60 -0.75 -0.007
H -4.91 1.41 -1.34 0.003
H -4.93 3.88 -1.60 0.001
H -2.77 5.13 -1.44 0.000
H -0.70 3.87 -0.94 -0.001
C -0.16 -0.17 3.03 0.049
C 0.47 1.23 3.07 0.020
C -0.61 2.30 3.17 0.001
C 1.38 1.38 1.88 0.194
C 2.52 0.54 1.73 0.024
C 3.31 0.59 0.62 0.056
C 2.99 1.43 -0.47 0.136
C 3.84 1.47 -1.69 0.011
C 1.87 2.29 -0.33 -0.031
C 1.14 2.34 0.87 -0.028
H -0.83 -0.30 3.88 0.006
H 0.57 -0.98 3.05 -0.002
H -0.77 -0.29 2.12 -0.021
H 1.11 1.28 3.96 0.014
H -1.28 2.27 2.31 0.006
H -0.19 3.31 3.25 0.000
H -1.21 2.13 4.06 -0.001
H 2.77 -0.13 2.54 -0.002
H 4.20 -0.02 0.55 -0.001
H 4.78 1.97 -1.45 0.022
H 3.38 2.01 -2.51 0.002
H 4.11 0.47 -2.01 0.007
H 1.73 3.07 -1.08 -0.003
H 0.48 3.17 1.07 0.021

=====

Quick rundown of F_max, same order as above: 0.878 2.621 0.836 0.895 eV Å⁻¹
Quick rundown of calculated total energy, same order as above: -1415.9356 -2725.2453 -2115.0688 -1263.4581 hartree